(1)
Density functional theory data (ωB97M-V with the def2-TZVPD basis set) for a single C4H7N3S molecule.

Last column: natural (NBO) charge in e.
Cartesian coordinates (Å):
C 2.062 -0.740 -0.089  -0.406
N 0.636 -0.578 -0.022  -0.351
C -0.310 -1.577 0.078  0.188
N -1.548 -1.111 0.003  -0.484
C -1.407 0.264 -0.036  0.273
N -2.609 1.005 0.072  -0.794
C -0.066 0.624 -0.006  -0.147
S 0.654 2.251 -0.073  0.007
H 2.331 -1.806 -0.205  0.221
H 2.463 -0.092 -0.881  0.221
H 2.536 -0.353 0.867  0.202
H -0.050 -2.605 -0.059  0.194
H -3.277 0.499 -0.516  0.381
H -2.427 1.943 -0.344  0.370
H 1.011 2.275 1.211  0.125

Atoms 1-6, force components in eV/Å:
0.972 0.666 1.218
-1.206 -1.000 0.517
0.146 1.468 -1.371
1.194 0.546 0.303
-0.173 -0.922 0.931
1.167 0.839 -1.317

Its HOMO energy is -0.293 Eh. The calculation puts the energy above the lowest of the compared OMol25 structures with the same formula, charge and spin at 85.2 kJ/mol. Its structure (SMILES) is Cn1cnc(N)c1S.

***

(2)
Density functional theory data (ωB97M-V with the def2-TZVPD basis set) for a single C4H7N3S molecule.

Last column: natural (NBO) charge in e.
Cartesian coordinates (Å):
H 3.280 -1.502 -0.188  0.351
N 3.032 -0.489 -0.134  -0.770
C 1.774 -0.260 0.063  0.561
N 1.218 1.018 0.122  -0.584
C -0.176 0.986 0.038  0.162
C -1.094 2.124 -0.037  -0.655
C -0.507 -0.313 -0.021  -0.120
S -2.111 -0.972 -0.105  0.015
N 0.673 -1.108 0.222  -0.607
H 1.786 1.778 -0.194  0.414
H -1.077 2.807 0.830  0.231
H -2.130 1.766 -0.272  0.253
H -0.811 2.775 -0.843  0.222
H -2.364 -1.252 1.179  0.124
H 0.650 -1.976 -0.559  0.403

Atoms 1-6, force components in eV/Å:
-0.610 1.123 0.179
-1.063 -0.451 0.203
1.049 -0.109 -0.444
0.386 0.385 0.222
0.366 -1.190 -0.368
-0.828 0.770 -0.012

Its HOMO energy is -0.289 Eh. The calculation puts the energy above the lowest of the compared OMol25 structures with the same formula, charge and spin at 133.8 kJ/mol. Its structure (SMILES) is [H]/N=c1/[nH]c(C)c(S)[nH]1.

***

(3)
Density functional theory data (ωB97M-V with the def2-TZVPD basis set) for a single C4H7N3S molecule.

Last column: natural (NBO) charge in e.
Cartesian coordinates (Å):
C -2.324 -0.150 -1.009  -0.403
N -1.044 0.506 -0.867  -0.556
S -1.045 2.226 -0.812  0.197
C 0.033 -0.182 -0.404  0.280
N 1.046 0.409 0.137  -0.488
C 2.139 -0.458 0.546  -0.333
C 2.367 -0.377 2.002  0.279
N 2.613 -0.462 3.132  -0.322
H -2.902 0.422 -1.734  0.218
H -2.194 -1.189 -1.363  0.205
H -2.871 -0.200 -0.058  0.193
H -0.794 2.318 0.517  0.123
H -0.021 -1.289 -0.459  0.158
H 1.956 -1.518 0.276  0.208
H 3.042 -0.055 0.097  0.241

Atoms 1-6, force components in eV/Å:
-0.330 -0.485 0.005
0.215 0.331 -0.249
0.137 -0.598 0.387
1.305 0.339 1.026
-1.048 -0.654 -0.531
-0.539 0.367 0.111

Its HOMO energy is -0.335 Eh. The calculation puts the energy above the lowest of the compared OMol25 structures with the same formula, charge and spin at 215.9 kJ/mol. Its structure (SMILES) is CN(S)/C=N/CC#N.

***

(4)
Density functional theory data (ωB97M-V with the def2-TZVPD basis set) for a single C4H7N3S molecule.

Last column: natural (NBO) charge in e.
Cartesian coordinates (Å):
H 0.260 3.162 -0.228  0.351
N -0.272 2.289 -0.030  -0.687
C 0.549 1.289 -0.032  0.261
N 0.077 0.012 0.238  -0.299
C 0.857 -1.150 0.336  0.002
C 1.962 -1.348 -0.366  -0.465
N -1.247 -0.094 0.645  -0.422
C -2.186 -0.340 -0.338  -0.070
S -3.796 -0.346 -0.075  -0.086
H 1.607 1.390 -0.163  0.179
H 0.444 -1.883 0.997  0.215
H 2.309 -0.635 -1.070  0.197
H 2.670 -2.164 -0.075  0.221
H -1.548 0.429 1.428  0.407
H -1.686 -0.612 -1.267  0.195

Atoms 1-6, force components in eV/Å:
-0.509 -0.855 0.247
1.467 -0.429 -0.326
-1.709 1.210 0.324
-0.172 0.322 0.370
0.053 0.416 -0.471
1.055 -1.113 1.127

Its HOMO energy is -0.318 Eh. The calculation puts the energy above the lowest of the compared OMol25 structures with the same formula, charge and spin at 277.6 kJ/mol. Its structure (SMILES) is [H]/N=C/N(C=C)NC=S.

***

(5)
Density functional theory data (ωB97M-V with the def2-TZVPD basis set) for a molecular structure, C4H7N4.

Last column: natural (NBO) charge in e.
Cartesian coordinates (Å):
C 1.181 -1.969 0.334  0.174
C 1.707 -0.593 0.461  0.168
C -1.202 0.852 -0.296  0.398
C 0.943 -0.469 -0.811  0.101
N 0.288 -1.693 -0.615  -0.372
N 2.528 -0.208 1.239  -0.483
N -2.117 -0.041 -0.202  -0.783
N -1.247 2.074 -0.144  -0.755
H 1.575 -2.827 0.797  0.239
H 1.031 -0.233 -1.861  0.263
H 2.771 0.731 1.323  0.378
H -1.839 -0.989 -0.432  0.437
H -3.030 0.132 0.272  0.405
H -0.420 2.674 -0.268  0.435
H -2.170 2.560 0.201  0.395

Atoms 1-6, force components in eV/Å:
-1.214 1.320 -1.201
-0.884 -2.263 -2.491
4.108 -4.753 -1.953
-3.995 1.295 -0.241
1.360 -1.230 1.119
1.718 0.333 3.164

Its HOMO energy is -0.485 Eh. Its total charge is +1. The calculation puts the energy above the lowest of the compared OMol25 structures with the same formula, charge and spin at 529.8 kJ/mol.

***

(6)
Density functional theory data (ωB97M-V with the def2-TZVPD basis set) for 2 unconnected molecules or ions with the total composition C4H7N4.

Last column: natural (NBO) charge in e.
Cartesian coordinates (Å):
C -1.876 1.905 -0.398  0.096
C -2.704 0.933 -0.038  0.456
C 2.754 0.075 0.189  -0.703
C 1.334 0.080 0.635  0.183
N -1.097 2.652 -0.816  0.003
N -4.363 -0.830 0.322  -0.535
N -3.588 0.126 0.121  0.039
N 0.425 -0.541 0.079  -0.675
H 2.793 0.553 -0.814  0.248
H 3.329 0.718 0.887  0.240
H 2.977 -1.048 0.131  0.235
H 0.970 0.995 1.254  0.152
H -4.098 -1.700 0.988  0.466
H -5.244 -1.010 -0.209  0.459
H 0.749 -1.290 -0.494  0.337

Atoms 1-6, force components in eV/Å:
2.099 1.574 -0.821
-6.004 -5.353 1.220
0.100 -0.936 0.489
0.188 4.197 0.385
-0.467 -0.164 0.345
-1.502 -4.658 2.116

Its HOMO energy is -0.478 Eh. Its total charge is +1. The calculation puts the energy above the lowest of the compared OMol25 structures with the same formula, charge and spin at 557.2 kJ/mol.